# 1
Here is the molecule C5H6N2O in a non-equilibrium geometry from the OMol25 dataset. Energies are from ωB97M-V/def2-TZVPD.

Results
SMILES string = [H]/N=C1\C=C(CO)C=N1
E_LUMO = -0.032 Eh
total charge = 0
frontier orbital gap = 0.3405 Ha
electronic energy = -10304.9700 eV

Positions of all 14 atoms, in Å:
H 1.486 -2.263 1.664
N 2.280 -1.728 1.213
C 1.570 -1.063 0.447
C 0.119 -0.875 0.771
C -0.468 -0.039 -0.098
C -1.602 0.782 -0.441
O -0.899 2.156 -0.404
C 0.737 0.324 -1.010
N 1.920 -0.195 -0.565
H -0.847 -1.359 1.295
H -1.943 0.724 -1.421
H -2.809 0.632 0.073
H -0.211 2.051 0.370
H 0.668 0.852 -1.894



# 2
Here is a 2-piece molecular cluster, C4H6N2 overall in a non-equilibrium geometry from the OMol25 dataset. Energies are from ωB97M-V/def2-TZVPD.

Results
SMILES string = CC#N.CC#N
E_LUMO = 0.018 Eh
total charge = 0
frontier orbital gap = 0.4522 Ha
electronic energy = -7224.3040 eV

Positions of all 12 atoms, in Å:
C 1.975 -0.275 -1.624
C 1.824 0.579 -0.516
N 1.675 1.224 0.422
H 2.871 -0.843 -1.372
H 2.037 0.143 -2.629
H 1.173 -1.001 -1.758
C -1.537 0.097 1.427
C -2.884 -0.181 0.972
N -3.911 -0.394 0.623
H -1.223 0.092 2.470
H -1.178 1.075 1.106
H -0.821 -0.516 0.879



# 3
Here is a 16-piece molecular cluster, H32O16 overall in a non-equilibrium geometry from the OMol25 dataset. Energies are from ωB97M-V/def2-TZVPD.

Results
E_LUMO = 0.000 Eh
total charge = 0
frontier orbital gap = 0.3584 Ha
electronic energy = -33280.5548 eV

Positions of all 48 atoms, in Å:
O -23.441 1.560 20.235
H -23.285 1.712 21.148
H -23.443 0.643 20.117
O -21.779 1.667 18.015
H -22.332 2.141 18.598
H -21.299 1.036 18.563
O -26.591 7.357 18.298
H -26.433 7.870 17.472
H -26.523 6.466 17.912
O -27.063 1.659 17.186
H -26.760 1.868 18.029
H -26.993 0.703 17.099
O -23.639 6.422 17.491
H -22.979 7.120 17.663
H -24.259 6.655 16.796
O -24.335 0.798 16.834
H -23.397 0.818 16.668
H -24.520 1.730 17.037
O -25.422 1.831 14.312
H -26.201 1.633 14.771
H -25.059 2.449 14.936
O -24.837 5.993 19.975
H -25.485 6.624 19.693
H -24.316 5.923 19.205
O -24.317 3.455 17.176
H -24.037 3.316 18.061
H -25.152 3.906 17.255
O -21.693 4.683 16.501
H -22.535 5.023 16.840
H -21.150 5.421 16.296
O -25.876 2.758 19.394
H -25.291 2.138 19.865
H -26.069 3.520 19.968
O -26.649 4.790 17.409
H -26.759 4.110 18.103
H -27.344 4.773 16.784
O -24.276 4.458 14.529
H -23.886 4.096 15.321
H -23.967 3.936 13.778
O -22.261 4.039 19.300
H -21.494 3.801 18.760
H -22.328 4.969 19.236
O -27.783 3.243 15.327
H -27.596 2.752 16.124
H -28.323 2.600 14.926
O -25.555 6.705 15.228
H -25.249 7.281 14.545
H -25.191 5.851 14.993



# 4
Here is a 11-piece molecular cluster, C59H126F15N6O13 overall in a non-equilibrium geometry from the OMol25 dataset. Energies are from ωB97M-V/def2-TZVPD.

Results
E_LUMO = -0.070 Eh
total charge = +1
frontier orbital gap = 0.2335 Ha
electronic energy = -139529.0381 eV

Positions of all 219 atoms, in Å:
C 10.499 22.598 23.950
N 11.458 22.566 22.826
C 12.347 23.839 22.968
C 12.297 21.341 22.887
C 10.642 22.537 21.555
C 11.394 22.951 20.196
O 12.699 22.519 20.112
H 9.802 21.762 23.827
H 9.904 23.536 24.007
H 11.040 22.580 24.878
H 11.646 24.695 23.067
H 12.985 23.896 22.062
H 12.931 23.673 23.894
H 12.903 21.412 23.796
H 12.946 21.458 22.035
H 11.635 20.441 22.822
H 9.763 23.194 21.664
H 10.355 21.500 21.471
H 11.520 24.130 20.201
H 10.770 22.718 19.352
H 12.892 21.513 19.945
C 14.556 16.865 15.089
N 13.705 18.021 14.622
C 14.457 19.319 14.595
C 13.192 17.749 13.166
C 12.448 18.152 15.533
C 12.692 18.238 17.063
O 12.927 19.585 17.370
H 15.329 16.689 14.341
H 13.948 15.953 15.141
H 14.899 17.148 16.078
H 15.239 19.249 13.855
H 14.889 19.429 15.581
H 13.770 20.138 14.448
H 12.778 18.658 12.760
H 12.459 16.936 13.144
H 14.086 17.566 12.585
H 11.847 17.281 15.315
H 11.875 19.012 15.167
H 13.501 17.649 17.468
H 11.770 17.897 17.582
H 13.246 19.699 18.320
C 22.933 18.338 22.158
N 23.821 17.148 21.963
C 24.492 17.396 20.662
C 24.901 17.075 23.026
C 23.094 15.734 22.059
C 21.751 15.638 21.365
O 21.927 15.681 19.937
H 23.582 19.260 22.078
H 22.431 18.413 23.125
H 22.226 18.474 21.353
H 24.898 18.368 20.712
H 23.883 17.281 19.763
H 25.351 16.707 20.481
H 25.412 16.090 22.961
H 24.462 17.203 23.990
H 25.514 17.941 22.865
H 22.891 15.556 23.135
H 23.876 15.150 21.592
H 21.147 16.481 21.715
H 21.199 14.709 21.636
H 21.384 15.053 19.434
C 16.308 23.539 22.966
C 16.678 23.693 21.532
C 17.437 22.568 20.980
N 17.404 22.633 19.395
C 17.629 24.046 18.967
C 16.100 22.117 18.804
C 16.419 21.671 17.321
C 17.922 21.484 17.338
C 18.393 21.679 18.773
H 15.703 24.300 23.372
H 17.162 23.548 23.596
H 15.937 22.531 23.225
H 17.197 24.679 21.443
H 15.743 23.749 20.952
H 17.177 21.544 21.200
H 18.494 22.764 21.195
H 18.359 24.529 19.618
H 16.700 24.597 19.026
H 17.786 24.071 17.902
H 15.345 22.902 18.937
H 15.755 21.316 19.436
H 16.082 22.441 16.629
H 15.782 20.829 17.130
H 18.346 22.175 16.632
H 18.202 20.436 17.040
H 19.400 22.065 18.897
H 18.314 20.762 19.361
C 16.991 10.460 26.299
C 17.245 10.880 24.875
C 18.071 12.192 24.559
N 17.992 12.523 23.122
C 18.720 11.447 22.306
C 18.628 13.853 22.774
C 17.931 14.143 21.403
C 16.533 13.643 21.547
C 16.601 12.708 22.708
H 16.176 9.765 26.275
H 16.665 11.299 26.925
H 17.908 10.047 26.759
H 16.260 10.971 24.421
H 17.797 10.053 24.338
H 19.124 12.031 24.668
H 17.704 13.055 25.104
H 18.223 10.534 22.603
H 19.763 11.295 22.642
H 18.735 11.652 21.220
H 19.703 13.795 22.662
H 18.308 14.513 23.539
H 18.625 13.653 20.696
H 17.994 15.211 21.192
H 16.186 13.175 20.648
H 15.856 14.389 21.839
H 16.159 11.747 22.392
H 16.068 13.090 23.576
C 11.568 15.652 27.489
C 11.979 15.145 26.117
C 11.490 16.203 25.152
N 11.689 15.846 23.694
C 13.050 15.364 23.460
C 11.411 16.986 22.824
C 11.208 16.346 21.425
C 10.348 15.163 21.791
C 10.756 14.788 23.213
H 12.113 16.542 27.797
H 11.731 14.931 28.295
H 10.489 15.826 27.498
H 11.482 14.220 25.846
H 13.037 14.964 26.033
H 12.088 17.083 25.328
H 10.459 16.523 25.224
H 13.152 14.416 23.978
H 13.851 15.948 23.921
H 13.258 15.336 22.391
H 12.126 17.798 22.969
H 10.452 17.480 23.134
H 12.162 16.057 20.958
H 10.669 16.983 20.748
H 10.412 14.270 21.168
H 9.292 15.343 21.833
H 11.345 13.896 23.350
H 9.951 14.725 23.987
C 16.073 14.840 25.543
O 16.099 14.258 26.846
O 15.015 14.470 24.846
C 16.084 16.375 25.568
F 14.802 16.831 25.651
F 16.874 16.996 26.395
F 16.495 16.782 24.358
C 17.374 14.260 27.445
C 17.436 13.468 28.779
H 16.725 12.645 28.811
H 18.467 13.082 28.822
H 17.323 14.192 29.629
H 17.721 15.268 27.673
H 18.153 13.854 26.785
H 17.030 14.698 25.068
C 18.109 18.486 13.648
O 17.226 18.078 14.803
O 19.287 18.152 13.748
C 17.510 17.852 12.395
F 16.124 18.135 12.129
F 18.102 18.249 11.214
F 17.638 16.539 12.386
C 18.070 17.812 15.970
C 18.279 16.390 16.341
H 18.486 16.268 17.407
H 17.245 15.960 16.281
H 18.976 15.799 15.735
H 17.575 18.157 16.965
H 18.949 18.423 15.975
H 18.037 19.634 13.493
C 14.360 19.467 20.739
O 14.995 20.315 21.630
O 13.682 20.175 19.817
C 15.640 18.642 20.120
F 15.608 18.392 18.778
F 16.815 19.124 20.410
F 15.624 17.362 20.717
C 15.447 20.025 22.942
C 14.656 19.082 23.783
H 15.224 18.846 24.644
H 13.647 19.431 24.037
H 14.515 18.102 23.348
H 15.389 20.999 23.432
H 16.464 19.665 22.871
H 13.842 18.696 21.336
C 14.170 22.813 26.815
O 13.925 23.764 27.878
O 13.489 22.856 25.742
C 15.845 22.792 26.637
F 16.533 23.562 25.656
F 16.323 23.182 27.868
F 16.363 21.579 26.361
C 13.221 24.912 27.615
C 14.204 26.067 27.838
H 14.964 26.074 27.059
H 13.838 27.052 27.890
H 14.738 25.738 28.709
H 12.411 25.015 28.384
H 12.767 24.870 26.647
H 14.076 21.801 27.442
C 20.500 16.976 25.012
O 20.355 18.410 24.517
O 21.031 16.330 24.047
C 21.312 16.952 26.332
F 22.470 17.641 26.259
F 20.647 17.371 27.449
F 21.764 15.703 26.618
C 19.438 19.345 25.021
C 19.253 20.373 23.841
H 18.889 19.834 22.988
H 18.637 21.245 24.145
H 20.316 20.707 23.705
H 19.828 19.852 25.923
H 18.428 18.938 25.227
H 19.418 16.738 25.347